#1
12
Properties=species:S:1:pos:R:3 method="wB97M-V/def2-TZVPD" smiles="[H]/N=C(/NO)SC" charge=0 lumo_energy_ha=0.02290 homo_lumo_gap_ev=9.9844 homo_ha=-0.344 multiplicity=1
C 2.1710 0.1553 0.0281
C -0.6671 -0.1602 -0.1683
H 2.2115 0.6549 -0.9307
H 2.0171 0.8820 0.8375
H 3.0842 -0.4230 0.1816
H 0.1135 1.4867 -0.1583
H -1.7069 -1.8407 0.3522
H -2.6507 0.5774 0.2993
N -0.7910 1.1071 -0.1711
N -1.7346 -1.0180 -0.2643
O -2.9415 -0.3316 0.0748
S 0.8946 -1.0898 -0.0808



#2
12
Properties=species:S:1:pos:R:3 method="wB97M-V/def2-TZVPD" charge=0 lumo_energy_ha=0.02472 homo_lumo_gap_ev=9.8405 homo_ha=-0.337 multiplicity=1
C -2.0782 -0.1549 0.1889
C 0.3004 0.5128 -0.2667
H -1.8852 0.9007 0.8620
H -3.1771 -0.7668 0.6587
H -2.5490 0.1846 -0.7708
H 2.0598 1.5210 -0.0715
H 2.3192 -1.0722 0.9963
H 2.0815 -1.1601 -0.7156
N 1.6406 0.4890 -0.1914
N 2.4377 -0.6938 0.0318
O -0.5674 1.4096 -0.3429
S -0.5823 -1.1700 -0.3787



Of them, #2 has the lowest stability.



#1
19
Properties=species:S:1:pos:R:3 method="wB97M-V/def2-TZVPD" charge=+1 lumo_energy_ha=-0.10774 homo_lumo_gap_ev=11.0537 homo_ha=-0.514 multiplicity=1
N -0.1493 -0.6812 1.0630
C 0.0813 -0.0916 -0.3082
C 1.6112 0.0505 -0.4369
N 2.0987 -1.3312 -0.4404
H -0.1902 0.0998 1.7122
H -0.9938 -1.2362 1.1250
H 0.7102 -1.1975 1.3023
H -0.1864 -0.8623 -1.0215
H -0.5729 0.7634 -0.3729
H 1.7455 0.5787 -1.3748
H 1.9692 0.5249 0.4763
H 2.1948 -1.6087 -1.4066
H 2.9788 -1.4856 0.0372
H -3.0223 -1.8886 -0.7816
H -3.2724 -0.3000 -1.2332
O -3.0793 -0.9606 -0.5726
H 0.1211 3.3279 0.8373
H -1.3659 3.4893 0.7119
O -0.6782 2.8089 0.6836



#2
19
Properties=species:S:1:pos:R:3 method="wB97M-V/def2-TZVPD" charge=+1 lumo_energy_ha=-0.11654 homo_lumo_gap_ev=10.3183 homo_ha=-0.496 multiplicity=1
N -0.0738 -0.4131 -0.3341
C 0.3113 -1.8364 -0.0360
C 1.6197 -1.9392 -0.9483
N 1.6981 -1.2363 -2.2012
H 0.2556 -0.2409 -1.3291
H -0.9651 0.0574 -0.0808
H 0.6018 0.1886 0.2118
H 0.3971 -1.8276 0.9755
H -0.4581 -2.4719 -0.2939
H 2.5159 -1.9991 -0.3500
H 1.4417 -3.0278 -1.4356
H 2.6184 -0.8065 -2.3199
H 1.7563 -1.8645 -3.0088
H -0.6998 6.3327 2.9710
H 0.2290 5.2380 3.5819
O -0.4692 5.3558 2.8572
H -3.6151 0.3095 -0.2534
H -3.9257 0.1765 1.3407
O -3.2380 0.0049 0.6532



Of them, #2 has the lowest stability.



#1
18
Properties=species:S:1:pos:R:3 method="wB97M-V/def2-TZVPD" charge=0 lumo_energy_ha="0.02959 / 0.00200" homo_lumo_gap_ev="6.9688 / 7.2971" homo_ha="-0.227 / -0.266" multiplicity=1
C 1.0980 1.4578 0.7093
C 0.8752 -0.9880 -0.2948
C 0.7142 0.1480 0.1935
C -1.3572 0.2040 -0.1750
N 0.5466 -2.2264 -0.6570
N -1.6856 1.2465 -0.9968
C -2.1606 -0.4128 0.6924
N 2.9507 -0.9850 0.1987
O 3.7281 -0.1012 0.1391
H 0.7738 -2.5569 -1.5844
H -0.1002 -2.7329 -0.0691
H -2.6384 1.6049 -0.9561
H -1.2848 1.2356 -1.9236
H 2.1816 1.5479 0.8364
H 0.7420 2.2413 0.0356
H 0.6273 1.6296 1.6808
H -1.7829 -1.1256 1.4163
H -3.2277 -0.1866 0.7547



#2
18
Properties=species:S:1:pos:R:3 method="wB97M-V/def2-TZVPD" charge=0 lumo_energy_ha=0.02567 homo_lumo_gap_ev=9.5876 homo_ha=-0.327 multiplicity=1
C -1.0808 1.8713 0.4463
N -0.8362 0.4793 0.5763
C 0.8095 -0.1951 -1.2541
C -0.5311 -0.2404 1.4992
N 1.3759 -1.3959 -0.8987
C -0.6845 -0.2516 -1.4316
C -0.1916 -1.1732 2.3333
N 1.4128 0.9083 -1.3763
O -1.3453 0.5455 -2.0545
H 2.3789 -1.4781 -0.9398
H 0.8611 -2.2438 -1.0653
H 2.4231 0.8589 -1.2478
H -1.1044 -1.2354 -1.1287
H -1.3971 2.3383 1.3792
H -0.1649 2.3327 0.0738
H -1.8415 1.9907 -0.3270
H 0.8440 -1.3778 2.5381
H -0.9280 -1.7338 2.8777



#3
18
Properties=species:S:1:pos:R:3 method="wB97M-V/def2-TZVPD" charge=0 lumo_energy_ha=0.03201 homo_lumo_gap_ev=9.4874 homo_ha=-0.317 multiplicity=1
C -2.2324 0.4674 0.3378
C -1.1053 -0.4845 0.1099
C -1.1656 -1.8117 -0.0706
C 1.1494 -0.7230 -0.7301
C 1.3741 2.0614 -0.2279
H -3.1205 -0.0457 0.7632
H -2.5202 0.9107 -0.6572
H -1.9220 1.2545 1.1338
H -2.1581 -2.2435 -0.1465
H -0.2610 -2.4308 -0.1919
H 0.8915 -0.8925 -1.7375
H 1.8853 -0.4935 1.4296
H 1.3056 3.1554 -0.2502
H 2.3816 1.5139 -0.4201
N 0.2431 0.1034 0.0343
N 2.2829 -1.0739 -0.3310
N 0.2629 1.4715 0.0154
O 2.7086 -0.7393 0.9389



Of them, #1 has the lowest stability.



#1
9
Properties=species:S:1:pos:R:3 method="wB97M-V/def2-TZVPD" smiles="CS[SH](=O)=O" charge=0 lumo_energy_ha=0.00790 homo_lumo_gap_ev=10.2737 homo_ha=-0.370 multiplicity=1
C 0.4602 0.3943 -0.3022
O -3.4857 0.3608 0.8361
O -2.8041 -1.1132 -1.0160
S -1.0995 1.3076 -0.4929
S -2.4516 -0.2251 0.0493
H 0.4080 -0.2179 0.5969
H 1.2480 1.1343 -0.2035
H 0.6332 -0.2231 -1.1795
H -1.6367 -0.9729 0.9314



#2
9
Properties=species:S:1:pos:R:3 method="wB97M-V/def2-TZVPD" smiles="O=CO.SS" charge=0 lumo_energy_ha=0.00835 homo_lumo_gap_ev=10.0976 homo_ha=-0.363 multiplicity=1
O -1.2202 -0.0985 2.0789
C -1.7396 -0.4922 1.0850
O -3.0029 -0.1724 0.7508
H -1.2336 -1.1397 0.3496
H -3.2269 -0.5811 -0.0984
S 0.8585 0.5157 -1.6743
S 1.8916 -0.2184 -0.0376
H 1.8660 1.1814 -2.2621
H 1.6568 0.7944 0.8149



Of them, #1 has the lowest stability.



#1
9
Properties=species:S:1:pos:R:3 method="wB97M-V/def2-TZVPD" charge=0 lumo_energy_ha="-0.01174 / -0.00073" homo_lumo_gap_ev="9.0017 / 7.8137" homo_ha="-0.343 / -0.288" multiplicity=1
N -2.2949 -0.7205 -0.9857
N 0.5859 -0.4990 -0.6422
O -2.4891 -0.1015 0.2076
P -1.9044 1.3630 0.4674
H 1.5833 -0.2004 -0.8314
H -2.7940 -1.5779 -1.1312
H 0.3676 -0.9618 -1.6612
H 0.7540 -1.2601 -0.0119
H -2.0926 1.2845 1.9877



#2
9
Properties=species:S:1:pos:R:3 method="wB97M-V/def2-TZVPD" smiles="N[PH](N)=O" charge=0 lumo_energy_ha=0.02860 homo_lumo_gap_ev=11.1700 homo_ha=-0.382 multiplicity=1
N 0.2731 -1.3395 -0.4359
N 0.2633 1.3875 -0.2423
O -2.0868 -0.0846 0.2137
P -0.6341 0.0099 0.3815
H 1.3997 -1.2262 -0.2964
H -0.0253 -2.2590 -0.0995
H -0.2577 1.8595 -0.9506
H 1.2339 1.4326 -0.3390
H -0.1661 0.2199 1.7685



Of them, #1 has the lowest stability.



#1
17
Properties=species:S:1:pos:R:3 method="wB97M-V/def2-TZVPD" s_squared=2.0069 charge=+1 lumo_energy_ha="-0.13031 / -0.22198" homo_lumo_gap_ev="6.1450 / 8.7185" homo_ha="-0.356 / -0.542" multiplicity=3
C -2.1098 -0.8732 0.3709
C -1.0411 -0.1649 0.0951
C -2.3123 0.2562 -0.6000
C 1.3843 -0.7974 -0.7766
C 1.3835 -0.9289 0.7305
C 0.4900 0.0196 0.0855
N 0.8843 1.4858 0.2344
H -2.4469 -1.4588 1.2182
H -2.6153 -0.0226 -1.6111
H -2.7935 1.1689 -0.2307
H 2.1124 -0.2408 -1.3633
H 1.1219 -1.6964 -1.4407
H 0.9479 -1.7471 1.1988
H 2.1275 -0.5074 1.2752
H 1.8442 1.6860 0.5313
H 0.2723 2.0060 0.9979
H 0.7508 1.8152 -0.7153



#2
17
Properties=species:S:1:pos:R:3 method="wB97M-V/def2-TZVPD" s_squared=2.0154 charge=+1 lumo_energy_ha="-0.13074 / -0.23553" homo_lumo_gap_ev="6.5075 / 7.5920" homo_ha="-0.370 / -0.515" multiplicity=3
C 0.2489 1.3680 0.0442
C 1.7138 -0.8541 -0.0799
C -2.1775 0.3990 0.0828
C -0.8037 0.1978 0.0941
C 0.5620 -0.1633 -0.0389
C -3.0013 -0.8289 -0.0480
N 2.9884 -0.2377 -0.0248
H 0.3951 2.1883 -0.7350
H 0.4933 1.6854 1.1343
H 1.7161 -1.9177 0.2534
H -2.5543 1.4189 -0.0691
H -3.5003 -0.9091 0.9230
H -2.4288 -1.6304 -0.2540
H -3.8325 -0.5701 -0.8572
H 3.6914 -0.5493 -0.6524
H 3.3652 -0.2023 0.9162
H 3.0526 0.8051 -0.3460



#3
17
Properties=species:S:1:pos:R:3 method="wB97M-V/def2-TZVPD" s_squared=2.0417 charge=+1 lumo_energy_ha="-0.13425 / -0.23211" homo_lumo_gap_ev="5.4997 / 8.7784" homo_ha="-0.336 / -0.555" multiplicity=3
C -0.3672 2.6643 -0.5734
C -0.0713 1.3056 -0.1050
C -0.7796 2.4262 0.6749
C 0.3668 0.0454 -0.3515
C 0.9667 -0.5152 -1.6376
C -0.8197 -1.5322 1.1844
N 0.4756 -0.9750 0.6659
H -0.1736 3.4561 -1.2523
H -1.4305 2.7085 1.4702
H 1.9325 -1.0065 -1.3069
H 1.0913 0.3339 -2.3092
H 0.3517 -1.2453 -2.1645
H -1.5983 -2.0227 0.4240
H -0.6424 -2.3076 1.9721
H -1.3552 -0.7361 1.7098
H 0.9197 -1.7975 0.0877
H 1.1334 -0.8019 1.5114



Of them, #1 has the lowest stability.



#1
14
Properties=species:S:1:pos:R:3 method="wB97M-V/def2-TZVPD" smiles="COC(=O)C(=S)CS" charge=0 lumo_energy_ha=-0.03827 homo_lumo_gap_ev=7.9552 homo_ha=-0.331 multiplicity=1
C 2.5458 -0.1424 -0.4689
C 0.3368 0.0644 0.2255
C -0.9806 1.0235 0.3794
C -2.2728 0.2194 0.6680
H 2.9844 -0.3044 0.5129
H 3.3366 0.2208 -1.4376
H 2.1384 -1.2606 -0.7591
H -3.0684 0.8383 0.8349
H -2.2264 -0.5916 1.4526
H -1.1858 -1.3268 -0.6505
O 1.4056 0.5984 -0.4207
O 0.3696 -0.9987 0.7393
S -0.9215 2.4680 -0.2750
S -2.4618 -0.8083 -0.8008



#2
14
Properties=species:S:1:pos:R:3 method="wB97M-V/def2-TZVPD" charge=0 lumo_energy_ha="-0.04191 / -0.03492" homo_lumo_gap_ev="7.6247 / 7.6393" homo_ha="-0.322 / -0.316" multiplicity=1
C 0.1777 -1.5633 -0.0714
C -0.1045 -2.8631 -0.1586
C 0.4610 1.2257 0.4465
C 0.4495 1.3769 -1.0775
O 0.4773 -0.4291 2.4046
O -2.2142 0.7128 -1.2080
S 1.0778 -0.4533 1.1062
S -0.9352 0.3319 -1.8472
H -0.5271 -3.3140 -1.0705
H 0.1821 -3.6584 0.4722
H 1.1998 1.9009 0.8769
H -0.5704 1.5879 0.8239
H 0.0345 2.4343 -1.2633
H 1.2992 1.1795 -1.6190



Of them, #2 has the lowest stability.



#1
8
Properties=species:S:1:pos:R:3 method="wB97M-V/def2-TZVPD" charge=0 lumo_energy_ha=-0.05958 homo_lumo_gap_ev=7.4441 homo_ha=-0.333 multiplicity=1
C 0.9859 0.1081 0.7254
Si -0.5705 -0.5413 -0.3849
Br 0.0057 -0.7292 -2.5540
Br -2.5731 1.9892 -0.0663
H 1.1747 -0.6632 1.5309
H 1.9025 0.2547 0.1383
H 0.7647 1.1350 1.1399
H -1.6899 -1.5533 -0.5293



#2
8
Properties=species:S:1:pos:R:3 method="wB97M-V/def2-TZVPD" charge=0 lumo_energy_ha=-0.03796 homo_lumo_gap_ev=7.9769 homo_ha=-0.331 multiplicity=1
C -1.1835 0.6360 0.0071
Si -0.4727 -1.1276 -0.1697
Br -1.0115 1.2516 1.8621
Br -1.0053 -1.7558 -2.2833
H -2.1386 0.6919 -0.3728
H -0.4543 1.3103 -0.5211
H 2.7847 -0.3707 0.7804
H 3.4811 -0.6359 0.6975



Of them, #2 has the lowest stability.